1.
Computed, not measured: the molecule C4H8O3S in a non-equilibrium geometry, with ωB97M-V with the def2-TZVPD basis set.

The energy above the lowest of the compared OMol25 structures with the same formula, charge and spin is 277.7 kJ/mol. As for the SMILES: O/C=C\CSC(O)O. Its frontier orbital gap is 9.38 eV. The total charge is 0. The calculation puts the energy at -781.02747 Eh. The calculation puts the LUMO energy at 0.020 hartree.

Geometry (Å):
O: -2.8265 0.5517 0.6305
C: -2.4151 -0.0544 -0.5896
C: -1.3112 -0.7647 -0.7021
C: -0.4796 -1.1000 0.6024
S: 1.2338 -0.9866 0.0177
C: 1.9375 0.5641 -0.1740
O: 2.4985 1.2036 0.9940
O: 3.1247 0.3805 -1.0327
H: -3.7821 0.4949 0.5756
H: -3.0210 0.1819 -1.4892
H: -0.8594 -0.8422 -1.6904
H: -0.7129 -0.4729 1.5196
H: -0.5424 -2.1042 0.9297
H: 1.3871 1.4868 -0.7276
H: 1.8861 1.3952 1.7018
H: 3.8825 0.0663 -0.5657

Forces on the atoms, in the same order (eV/Å):
0.1 -1.4 -1.7
-0.7 1.1 0.1
0.4 0.2 2.3
-0.3 2.9 -1.4
0.6 -2.8 0.4
2.0 5.3 -1.3
0.4 -0.6 -0.5
-2.8 0.4 -0.2
-0.3 0.3 0.4
0.3 0.1 0.8
-0.2 -0.8 0.3
0.1 -0.5 -1.4
-0.1 -1.2 0.0
0.5 -2.7 1.0
-0.6 -0.2 0.0
0.5 -0.4 1.1

2.
Computed, not measured: a structure of composition C9H10NO4 in a non-equilibrium geometry, with ωB97M-V with the def2-TZVPD basis set.

The energy above the lowest of the compared OMol25 structures with the same formula, charge and spin is 792.6 kJ/mol. Its frontier orbital gap is 7.86 eV. The total charge is -1. The calculation puts the energy at -704.42386 Eh. The calculation puts the LUMO energy at 0.119 hartree.

Geometry (Å):
C: -1.0053 -1.5990 1.0063
C: -1.9486 -0.8673 1.1599
C: -4.6225 -1.2762 -0.5920
C: 0.3299 -2.1590 0.7084
C: 0.9181 -1.1148 -0.2508
C: 0.7070 0.3715 0.2487
C: -0.3051 1.0953 -0.5941
C: -1.5297 1.8316 0.1648
C: -2.6725 0.9716 0.6328
N: -3.9512 1.0363 0.3956
O: -4.1722 -0.8253 -1.5693
O: -4.9696 -2.2779 -0.0126
O: -4.7671 0.0931 0.5715
O: -4.4272 2.2329 0.0886
H: 0.8066 -2.0251 1.7353
H: 0.3755 -3.1838 0.2044
H: 2.0573 -1.3410 -0.1408
H: 0.3271 -1.3411 -1.1075
H: 0.3212 0.4555 1.2365
H: 1.6636 0.9344 0.1923
H: 0.2168 1.8290 -1.2288
H: -0.6554 0.5100 -1.4087
H: -1.0071 2.2571 1.0185
H: -1.9578 2.7793 -0.4102

Forces on the atoms, in the same order (eV/Å):
0.0 -1.1 -0.5
-2.0 4.5 -1.4
-0.2 -2.8 1.6
-0.6 0.5 1.7
2.3 0.2 2.9
0.7 -0.5 -1.2
-1.4 2.0 -1.0
0.5 1.0 -1.1
1.9 -4.0 0.4
0.5 3.4 -0.1
0.6 1.1 -1.8
-0.1 1.6 -0.3
-1.0 -1.3 0.7
0.8 -1.7 0.2
0.2 -1.1 -1.3
-0.1 1.2 1.2
-1.8 0.3 -1.5
0.6 0.3 -1.5
0.2 -0.5 1.1
-0.4 -0.5 0.1
-0.1 0.6 0.6
-0.9 -1.1 -0.3
-0.2 0.2 0.5
0.7 -2.3 0.9

3.
Computed, not measured: the molecule C4H4N4 in a non-equilibrium geometry, with ωB97M-V with the def2-TZVPD basis set.

The energy above the lowest of the compared OMol25 structures with the same formula, charge and spin is 288.8 kJ/mol. As for the SMILES: c1nc2cc[nH]n2n1. Its frontier orbital gap is 9.79 eV. The total charge is 0. The calculation puts the energy at -373.73490 Eh. The calculation puts the LUMO energy at 0.024 hartree.

Geometry (Å):
C: -2.2171 -0.0332 -0.5990
N: -1.1816 -0.5269 -1.4343
C: -0.0806 -0.1668 -0.7888
C: 1.3251 -0.3392 -0.7726
C: 1.6322 0.1651 0.4125
N: 0.6091 0.8412 1.1612
N: -0.4169 0.3234 0.4693
N: -1.7403 0.3922 0.6093
H: -3.2228 -0.1331 -0.6305
H: 2.1023 -0.9944 -1.3701
H: 2.5431 0.3090 0.8551
H: 0.6475 0.1627 2.0881

Forces on the atoms, in the same order (eV/Å):
6.2 -0.6 2.3
-1.3 1.6 0.4
-2.6 -1.1 0.8
2.1 -1.9 -1.0
1.2 1.9 0.5
1.2 -4.0 3.1
-3.4 -0.3 -3.6
-0.6 0.7 -1.2
-2.8 -0.5 -1.0
-2.2 1.8 0.9
2.4 -0.1 0.8
-0.1 2.6 -2.0